1.
The molecule C3H10NO2P. Source: the OMol25 dataset; level of theory: wB97M-V/def2-TZVPD.

Positions of all 17 atoms, in Å:
P1 -0.4158 -0.8414 1.5825
O1 -1.3120 0.1959 2.3400
O2 0.7618 -1.3107 2.4345
N1 0.6591 1.3917 0.6017
C1 -1.1720 0.2982 -0.9208
C2 0.1297 0.1725 0.0398
C3 1.1675 -0.8474 -0.4727
H1 -0.1185 1.8745 1.1175
H2 -1.2552 -0.7810 -1.3928
H3 -1.9253 0.6136 -0.1993
H4 -0.8798 1.0949 -1.5978
H5 -1.5288 -1.5361 1.2525
H6 2.0462 -0.9303 0.3087
H7 1.2245 1.9235 -0.0512
H8 0.5805 -1.7900 -0.5169
H9 1.5341 -0.3988 -1.4685
H10 -0.9169 0.8642 3.0194

As for the orbital gap: 9.8492 eV. The value obtained for the HOMO energy is -9.20 eV. Its SMILES is CC(C)(N)[P@@H](=O)O.


2.
A cluster of 2 separate species, C3H10NO2P in total. Source: the OMol25 dataset; level of theory: wB97M-V/def2-TZVPD.

Positions of all 17 atoms, in Å:
P1 0.4764 0.1646 1.1649
O1 1.4061 1.8751 -0.5121
O2 1.3816 -0.9047 0.3134
N1 -0.9858 -0.0747 0.4538
C1 2.7854 -0.8393 0.0963
C2 -0.8245 -0.3357 -1.0074
C3 -2.3073 0.4082 0.8762
H1 1.1310 2.5841 0.0640
H2 3.3384 -1.5534 0.6810
H3 -2.9166 -0.5043 1.2464
H4 -1.1606 -1.3435 -1.1943
H5 2.9794 -1.1387 -0.9839
H6 3.2180 0.1361 -0.0181
H7 -2.8568 0.6695 0.0901
H8 -1.5558 0.2639 -1.5883
H9 0.1994 -0.1574 -1.3453
H10 -2.2612 1.2359 1.6984

As for the orbital gap (spin up / spin down): 8.4905 / 8.4890 eV. The value obtained for the HOMO energy (spin up / spin down) is -8.47 / -8.47 eV.


Which one sits at the top of the stability order? 1 does.


1.
The molecule C20H23NO5. Source: the OMol25 dataset; level of theory: wB97M-V/def2-TZVPD.

Positions of all 49 atoms, in Å:
O1 1.3576 0.6715 -1.9566
O2 1.3668 0.9874 3.0332
O3 -0.7531 -1.5485 -2.2533
O4 -2.9921 -1.3444 -2.1975
O5 2.0881 -0.2753 1.3224
N1 -2.3901 1.1656 1.1811
C1 2.7921 1.5922 -3.6994
C2 -4.1048 0.3175 -0.3105
C3 -1.6547 -0.2174 -0.5793
C4 0.3825 1.0516 -1.1106
C5 1.2039 0.3664 1.8424
C6 -1.9026 -1.0783 -1.7332
C7 -0.1193 0.5504 1.2463
C8 2.6385 0.8122 3.6618
C9 0.9755 2.8300 -2.3070
C10 2.6787 -0.4601 4.4540
C11 -1.1912 1.7837 3.1875
C12 -0.8637 -2.4372 -3.3501
C13 -2.6648 0.4065 0.0691
C14 -0.9902 -3.8751 -2.9401
C15 0.1056 2.3763 -1.2851
C16 3.5712 -1.4129 4.2690
C17 -1.1807 1.1450 1.8359
C18 1.7186 1.7499 -2.6821
C19 -0.9673 -4.3124 -1.6966
C20 -0.2176 0.0383 -0.1788
H1 3.4229 0.8110 2.8986
H2 -1.0687 -5.3574 -1.4611
H3 -1.7362 -2.1582 -3.9565
H4 -2.1852 2.1515 3.4360
H5 -4.4541 -0.7088 -0.2148
H6 0.3790 -0.8736 -0.2781
H7 4.3422 -1.3246 3.5224
H8 -0.8458 -3.6412 -0.8626
H9 1.8925 -0.5614 5.1908
H10 3.6935 1.1930 -3.2366
H11 0.0466 -2.2943 -3.9419
H12 -4.2346 0.5877 -1.3557
H13 -0.6230 2.9549 -0.7540
H14 2.7490 1.6808 4.3186
H15 -3.1702 1.6022 1.6504
H16 3.0157 2.5546 -4.1501
H17 3.5666 -2.3175 4.8529
H18 -0.4892 2.6136 3.2175
H19 -4.7172 0.9668 0.3125
H20 1.0382 3.8225 -2.7052
H21 -1.1107 -4.5536 -3.7737
H22 -0.8785 1.0714 3.9471
H23 2.4801 0.8977 -4.4790

As for the orbital gap: 8.4167 eV. The value obtained for the HOMO energy is -7.81 eV. Its SMILES is C=CCOC(=O)C1=C(C)NC(C)=C(C(=O)OCC=C)C1c1ccc(C)o1.


2.
The molecule C20H23NO5. Source: the OMol25 dataset; level of theory: wB97M-V/def2-TZVPD.

Positions of all 49 atoms, in Å:
O1 2.7799 1.1465 -0.0345
O2 3.2900 -0.5274 2.2813
O3 -3.8162 1.0753 0.8611
O4 -2.7256 -1.0668 -3.5834
O5 -1.2122 1.1484 -0.3049
N1 -1.1480 -1.1191 -1.9669
C1 2.4310 -0.1847 -0.0266
C2 3.8598 0.7563 2.3969
C3 -2.1311 1.0089 -2.5178
C4 -2.8170 1.2548 3.0064
C5 -2.0470 -0.5014 -2.7518
C6 1.4274 -2.1360 -1.0795
C7 -0.8317 -2.5233 -2.0537
C8 2.6938 -0.9442 1.1283
C9 0.6802 -2.7270 -2.2416
C10 -0.2874 1.2303 1.8794
C11 -3.5665 0.6334 -0.4527
C12 -2.6822 1.1689 1.6260
C13 1.6739 -2.8717 0.0679
C14 1.8135 -0.8015 -1.1067
C15 2.3363 1.9518 -1.0983
C16 2.3060 -2.2812 1.1431
C17 -1.6985 1.3195 3.8139
C18 -1.4065 1.1789 1.0597
C19 -0.4323 1.2914 3.2514
C20 -2.3881 1.3979 -1.0630
H1 -2.9346 1.3983 -3.1428
H2 3.1024 1.5432 2.3718
H3 -3.8130 1.2617 3.4194
H4 0.9880 -2.2508 -3.1738
H5 0.4443 1.3234 3.8793
H6 2.6395 2.9654 -0.8382
H7 1.2464 1.9137 -1.1994
H8 -2.6139 2.4756 -1.0046
H9 4.3512 0.7606 3.3701
H10 2.8070 1.6708 -2.0460
H11 -1.1552 -3.0324 -1.1381
H12 1.6327 -0.2354 -2.0071
H13 1.3802 -3.9089 0.1215
H14 -1.1904 1.4625 -2.8381
H15 -0.6396 -0.5804 -1.2783
H16 4.5997 0.9433 1.6160
H17 2.5128 -2.8419 2.0407
H18 -4.4802 0.8102 -1.0213
H19 -3.3411 -0.4417 -0.4532
H20 -1.8159 1.3823 4.8845
H21 -1.3878 -2.9263 -2.9029
H22 0.6867 1.2256 1.4211
H23 0.8794 -3.7964 -2.3150

As for the orbital gap: 8.7533 eV. The value obtained for the HOMO energy is -8.13 eV. Its SMILES is COc1ccc(CCNC(=O)C[C@H]2COc3ccccc3O2)cc1OC.


Which one sits at the top of the stability order? 2 does.


1.
The molecule CFNOS. Source: the OMol25 dataset; level of theory: wB97M-V/def2-TZVPD.

Positions of all 5 atoms, in Å:
S1 -1.6377 0.4146 0.4474
F1 -2.1096 -0.8169 -0.4265
O1 0.1836 0.2899 -0.5639
N1 2.2861 -0.0453 0.4931
C1 1.2775 0.1578 0.0500

As for the orbital gap: 7.8479 eV. The value obtained for the HOMO energy is -10.92 eV. Its SMILES is N#COSF.


2.
The molecule CFNOS. Source: the OMol25 dataset; level of theory: wB97M-V/def2-TZVPD.

Positions of all 5 atoms, in Å:
S1 0.8163 0.6949 0.6026
F1 0.7098 -0.6079 1.7596
O1 1.6298 0.2605 -0.4385
N1 -1.4796 -0.3348 -0.9370
C1 -0.7135 0.2621 -0.2757

As for the orbital gap: 11.1618 eV. The value obtained for the HOMO energy is -12.10 eV.


Which one sits at the top of the stability order? 2 does.


1.
A structure of composition C3H5FS. Source: the OMol25 dataset; level of theory: wB97M-V/def2-TZVPD.

Positions of all 10 atoms, in Å:
S1 1.0923 -1.7004 -1.5675
F1 -1.7831 0.4270 -0.4011
C1 -0.4811 0.1775 -0.6482
C2 -0.1892 -1.2175 -0.7084
C3 0.3842 0.7129 1.0231
H1 0.3552 -0.1194 1.7122
H2 -0.0019 0.8091 -1.4011
H3 -0.5556 -1.8109 0.0805
H4 -0.1775 1.7552 1.2002
H5 1.3567 0.9664 0.7103

As for the orbital gap: 8.2863 eV. The value obtained for the HOMO energy is -8.97 eV.


2.
The molecule C3H5FS. Source: the OMol25 dataset; level of theory: wB97M-V/def2-TZVPD.

Positions of all 10 atoms, in Å:
S1 0.4858 2.0809 -0.3845
F1 -1.9436 -1.4562 -0.1696
C1 0.5134 -0.6627 0.2608
C2 -1.0265 -0.4445 0.4127
C3 -0.2143 0.4258 -0.4699
H1 -0.0063 0.0121 -1.4929
H2 0.9798 -0.6629 1.2893
H3 0.5727 -1.4673 -0.2490
H4 1.7600 1.8409 -0.3737
H5 -1.1209 0.3339 1.1769

As for the orbital gap: 10.2185 eV. The value obtained for the HOMO energy is -9.39 eV. Its SMILES is F[C@H]1C[C@@H]1S.


Which one sits at the top of the stability order? 1 does.


1.
The molecule C3H5FS. Source: the OMol25 dataset; level of theory: wB97M-V/def2-TZVPD.

Positions of all 10 atoms, in Å:
S1 1.8533 -0.0050 -0.2499
F1 -1.1923 1.3589 -0.1033
C1 0.4985 -0.3131 0.6551
C2 -1.6940 -0.9223 -0.4173
C3 -0.9051 -0.0134 0.3510
H1 -1.2512 -1.1143 -1.4334
H2 -1.1967 0.0524 1.4477
H3 -2.6984 -0.8227 -0.4476
H4 -1.7578 -1.8304 0.1410
H5 0.5842 -0.9427 1.6873

As for the orbital gap: 8.3355 eV. The value obtained for the HOMO energy is -9.15 eV. Its SMILES is C[C@H](F)C=S.


2.
A cluster of 3 separate species, C3H5FS in total. Source: the OMol25 dataset; level of theory: wB97M-V/def2-TZVPD.

Positions of all 10 atoms, in Å:
S1 -2.1097 -0.6822 -0.2165
F1 1.7036 -0.7147 -0.3790
C1 -0.1873 1.2407 -0.0462
C2 0.3677 -1.1889 0.1480
C3 -0.6746 -0.1706 -0.2347
H1 -0.9884 1.7866 0.8579
H2 0.4435 -1.6091 1.1486
H3 1.2970 1.1335 0.3916
H4 -0.0894 2.2073 -1.1212
H5 0.2375 -2.0026 -0.5485

As for the orbital gap: 8.4805 eV. The value obtained for the HOMO energy is -9.16 eV.


Which one sits at the top of the stability order? 1 does.


1.
The ion C2H3INOS with charge +1. Source: the OMol25 dataset; level of theory: wB97M-V/def2-TZVPD.

Positions of all 9 atoms, in Å:
I1 -2.7176 0.4392 -0.2482
S1 1.1779 0.8598 2.2676
O1 1.7906 1.9737 1.5868
N1 -0.0327 -0.7684 -1.0140
C1 0.1428 0.2372 1.1547
C2 -0.6721 -0.0844 0.2226
H1 1.0771 -0.7469 -0.9820
H2 -0.4043 -0.1285 -1.7091
H3 -0.3617 -1.7816 -1.2784

As for the net charge: +1. As for the orbital gap (spin up / spin down): 8.3230 / 8.3230 eV. The value obtained for the HOMO energy (spin up / spin down) is -14.00 / -14.00 eV.


2.
The ion C2H3INOS with charge +1. Source: the OMol25 dataset; level of theory: wB97M-V/def2-TZVPD.

Positions of all 9 atoms, in Å:
I1 2.2650 1.9409 -1.0902
S1 -0.1091 2.2991 -1.3463
O1 -0.8132 2.9135 -0.2517
N1 -0.2083 -1.6001 0.7295
C1 -0.2159 -0.5057 -0.2043
C2 -0.3946 0.5955 -0.7884
H1 0.7298 -1.9798 0.6338
H2 -1.0492 -2.3172 0.6326
H3 -0.2046 -1.3463 1.6849

As for the net charge: +1. As for the orbital gap: 8.6990 eV. The value obtained for the HOMO energy is -13.51 eV.


Which one sits at the top of the stability order? 1 does.